Formula: C4H4N2O
Source: the OMol25 dataset
Level of theory: the ωB97M-V functional and the def2-TZVPD basis

```
11
Properties=species:S:1:pos:R:3:mulliken_charge:R:1
C 0.76 -0.76 -0.25 0.5123
C -0.11 -0.04 -1.06 -0.2233
C -0.91 0.99 -0.52 -0.3645
C -0.71 1.17 0.75 -0.1330
H 1.55 -2.46 0.36 0.4143
H 0.03 -0.53 -1.99 0.3786
H -1.63 1.83 -0.86 0.2704
H -1.30 1.66 1.46 0.4436
N 0.03 0.43 1.61 -0.3842
N 0.93 -0.36 1.12 -0.3577
O 1.36 -1.93 -0.62 -0.5564
```

Properties
lowest unoccupied orbital energy: 0.240 eV
HOMO-LUMO gap: 9.548 eV
charge: 0
HOMO: -9.31 eV